[1]
{"formula": "C28H35Br10N3O6", "method": "ωB97M-V with the def2-TZVPD basis set", "max_force_ev_per_a": 3.2, "smiles": "O=[N+]([O-])c1ccccc1.O=[N+]([O-])c1ccccc1.O=[N+]([O-])c1ccccc1.BrCCBr.BrCCBr.BrCCBr.BrCCBr.BrCCBr", "gap_ev": 9.31, "e_above_lowest_kj_mol": 56.86, "symbols": ["O", "N", "O", "C", "C", "C", "C", "C", "C", "H", "H", "H", "H", "H", "O", "N", "O", "C", "C", "C", "C", "C", "C", "H", "H", "H", "H", "H", "O", "N", "O", "C", "C", "C", "C", "C", "C", "H", "H", "H", "H", "H", "Br", "C", "C", "Br", "H", "H", "H", "H", "Br", "C", "C", "Br", "H", "H", "H", "H", "Br", "C", "C", "Br", "H", "H", "H", "H", "Br", "C", "C", "Br", "H", "H", "H", "H", "Br", "C", "C", "Br", "H", "H", "H", "H"], "xyz": [[0.975, 0.182, -4.049], [0.171, -0.384, -3.294], [0.451, -1.275, -2.525], [-1.205, 0.036, -3.308], [-1.598, 1.367, -3.551], [-2.952, 1.722, -3.316], [-3.890, 0.790, -2.994], [-3.469, -0.558, -2.869], [-2.154, -0.908, -3.018], [-0.749, 2.023, -3.674], [-3.356, 2.713, -3.464], [-4.877, 1.105, -2.687], [-4.179, -1.313, -2.567], [-1.865, -1.944, -2.910], [6.406, -2.670, 0.706], [6.527, -2.478, 1.918], [6.398, -3.321, 2.834], [6.708, -1.037, 2.336], [7.534, -0.738, 3.419], [7.736, 0.598, 3.758], [6.934, 1.597, 3.124], [6.125, 1.312, 2.021], [6.129, 0.024, 1.629], [8.172, -1.458, 3.910], [8.429, 0.743, 4.574], [7.050, 2.622, 3.445], [5.565, 2.091, 1.525], [5.531, -0.114, 0.740], [-2.376, -2.726, 1.422], [-1.403, -3.087, 0.765], [-0.291, -2.638, 0.967], [-1.563, -4.017, -0.367], [-2.819, -4.329, -0.829], [-2.802, -5.303, -1.849], [-1.680, -5.845, -2.433], [-0.425, -5.394, -2.026], [-0.379, -4.512, -0.958], [-3.743, -4.054, -0.342], [-3.714, -5.650, -2.312], [-1.828, -6.566, -3.223], [0.451, -5.678, -2.590], [0.556, -4.209, -0.510], [2.174, 6.800, -3.866], [0.984, 6.228, -2.296], [1.975, 5.870, -1.189], [0.971, 5.286, 0.411], [0.314, 5.424, -2.602], [0.328, 7.045, -1.998], [2.687, 6.621, -0.846], [2.579, 4.972, -1.320], [2.715, 1.376, 1.057], [0.900, 1.734, 0.358], [0.018, 0.486, 0.732], [-1.872, 0.937, 0.462], [0.914, 1.762, -0.731], [0.416, 2.614, 0.782], [0.167, 0.180, 1.767], [0.200, -0.304, 0.004], [-6.710, 3.930, 0.539], [-5.031, 4.580, -0.339], [-3.928, 3.601, -0.038], [-2.204, 4.362, -0.860], [-4.908, 5.589, 0.055], [-5.159, 4.691, -1.416], [-4.098, 2.645, -0.533], [-3.755, 3.450, 1.027], [2.213, -1.705, 4.901], [2.588, -2.408, 3.066], [2.635, -3.916, 3.046], [2.911, -4.525, 1.138], [3.511, -1.928, 2.741], [1.902, -1.943, 2.357], [1.639, -4.302, 3.265], [3.377, -4.437, 3.651], [-6.462, 0.141, -0.897], [-5.992, 0.548, 0.990], [-5.113, -0.609, 1.535], [-6.068, -2.402, 1.435], [-6.839, 0.617, 1.672], [-5.485, 1.498, 1.156], [-4.716, -0.507, 2.545], [-4.310, -0.717, 0.806]], "mulliken_charge": [-0.59, 0.98, -0.55, 0.39, -0.83, -0.35, -0.67, -0.09, -0.47, 0.47, 0.50, 0.37, 0.42, 0.37, -0.52, 0.88, -0.52, 0.14, -0.33, -0.65, -0.44, -0.79, -0.01, 0.39, 0.36, 0.38, 0.50, 0.55, -0.56, 0.94, -0.48, 0.36, -0.62, -0.33, -0.51, -0.59, -0.04, 0.44, 0.36, 0.40, 0.42, 0.21, -0.20, -0.43, -0.53, -0.18, 0.17, 0.40, 0.39, 0.36, -0.15, -0.28, -0.60, -0.01, 0.32, 0.17, 0.51, 0.10, -0.19, -0.56, -0.49, -0.13, 0.42, 0.38, 0.00, 0.60, -0.16, 0.08, -0.60, -0.18, 0.04, -0.01, 0.43, 0.43, -0.09, -0.20, -0.57, -0.20, 0.43, 0.09, 0.54, -0.01]}

=====

[2]
{"formula": "C4H6ClF", "method": "ωB97M-V with the def2-TZVPD basis set", "max_force_ev_per_a": 0.6, "smiles": "C=CC(=C)F.Cl", "gap_ev": 10.06, "e_above_lowest_kj_mol": 56.91, "symbols": ["C", "C", "C", "C", "F", "H", "H", "H", "H", "H", "Cl", "H"], "xyz": [[-0.478, -1.507, 0.494], [-0.691, -0.346, -0.114], [-0.006, 0.886, 0.225], [-0.125, 2.054, -0.393], [0.879, 0.780, 1.256], [-0.998, -2.402, 0.196], [0.225, -1.605, 1.304], [-1.395, -0.255, -0.928], [-0.803, 2.166, -1.218], [0.442, 2.918, -0.092], [3.831, -0.134, -0.189], [2.891, 0.120, 0.643]], "mulliken_charge": [-0.71, -0.26, 0.77, -0.82, -0.27, 0.27, 0.26, 0.24, 0.25, 0.29, -0.25, 0.24]}

=====

[3]
{"formula": "C8H21F2N3O8", "method": "ωB97M-V with the def2-TZVPD basis set", "max_force_ev_per_a": 4.0, "total_charge": 2, "gap_ev": 9.45, "e_above_lowest_kj_mol": 102.57, "symbols": ["N", "H", "H", "H", "H", "N", "H", "H", "H", "H", "N", "H", "H", "H", "H", "C", "C", "O", "O", "H", "H", "H", "C", "C", "O", "C", "O", "O", "F", "H", "H", "H", "C", "C", "O", "C", "O", "O", "F", "H", "H", "H"], "xyz": [[0.229, 2.103, -1.747], [0.361, 1.566, -2.591], [0.463, 1.509, -0.964], [-0.731, 2.416, -1.704], [0.824, 2.916, -1.673], [-1.958, 3.116, 2.157], [-2.703, 2.611, 2.614], [-2.191, 3.311, 1.194], [-1.211, 2.466, 1.959], [-1.721, 3.923, 2.717], [2.983, 2.951, 2.008], [2.360, 2.168, 1.869], [3.341, 3.179, 1.091], [3.788, 2.758, 2.587], [2.456, 3.777, 2.255], [0.467, -0.731, 2.046], [0.620, 0.452, 1.046], [0.276, 1.628, 1.355], [1.241, 0.226, 0.009], [-0.349, -0.485, 2.726], [1.264, -0.610, 2.779], [0.575, -1.745, 1.660], [-1.992, -1.658, -0.419], [-2.240, -2.787, 0.578], [-2.834, -2.133, 1.694], [-3.243, -0.915, 1.403], [-3.743, -0.052, 2.144], [-2.934, -0.706, 0.100], [-0.990, -3.206, 0.842], [-2.206, -2.160, -1.362], [-0.961, -1.326, -0.292], [-2.879, -3.603, 0.242], [0.744, -2.894, -2.915], [2.103, -2.419, -2.312], [2.282, -1.297, -3.066], [1.128, -0.744, -3.381], [0.906, 0.427, -3.790], [0.179, -1.600, -3.070], [3.098, -3.265, -2.546], [0.239, -3.515, -2.175], [0.880, -3.499, -3.812], [2.076, -2.153, -1.255]], "mulliken_charge": [-0.11, 0.37, 0.14, 0.41, 0.38, -0.27, 0.40, 0.39, 0.13, 0.40, -0.33, 0.12, 0.40, 0.40, 0.38, -1.28, 0.68, -0.87, -0.64, 0.33, 0.44, 0.21, 0.30, 0.15, -0.30, 0.70, -0.58, -0.42, -0.25, 0.31, -0.27, 0.37, -0.38, 0.39, -0.28, 0.81, -0.80, -0.30, -0.28, 0.26, 0.31, 0.18]}

=====

[4]
{"formula": "C4H11CaNO5Si", "method": "ωB97M-V with the def2-TZVPD basis set", "max_force_ev_per_a": 1.9, "total_charge": 2, "gap_ev": 6.66, "symbols": ["O", "N", "O", "Si", "C", "O", "C", "O", "C", "C", "O", "H", "H", "H", "H", "H", "H", "H", "H", "H", "H", "H", "Ca"], "xyz": [[3.734, -2.365, 0.741], [2.833, -2.397, 0.044], [2.755, -1.209, -0.885], [2.914, 0.379, -0.417], [1.104, 0.965, -0.414], [0.596, 1.092, 0.913], [-0.593, 1.793, 1.076], [-1.606, 0.892, 1.576], [-1.609, -0.332, 0.939], [-2.215, -0.308, -0.476], [-3.109, -1.472, -0.595], [3.659, 1.126, -1.433], [3.450, 0.506, 0.944], [0.979, 1.902, -0.966], [0.513, 0.189, -0.949], [-0.533, 2.574, 1.828], [-0.918, 2.197, 0.107], [-0.564, -0.703, 0.904], [-2.210, -1.023, 1.541], [-2.767, 0.607, -0.683], [-1.433, -0.367, -1.265], [-3.585, -1.438, -1.442], [-1.396, -2.608, -1.088]], "mulliken_charge": [-0.19, 0.34, -0.27, 0.30, -0.01, -0.39, -0.40, -0.38, -0.17, -0.87, -0.74, -0.07, -0.05, 0.51, -0.25, 0.29, 0.36, 0.42, 0.38, 0.36, 0.64, 0.41, 1.77]}

=====

[5]
{"formula": "C4H5FN2O", "method": "ωB97M-V with the def2-TZVPD basis set", "max_force_ev_per_a": 6.9, "gap_ev": 8.85, "e_above_lowest_kj_mol": 379.98, "symbols": ["C", "C", "C", "C", "H", "H", "H", "H", "H", "N", "N", "O", "F"], "xyz": [[-2.231, 0.248, 0.049], [0.159, -0.970, -0.194], [1.457, -0.438, -0.113], [1.348, 0.970, -0.064], [-2.446, 0.554, 1.172], [-2.811, 0.966, -0.556], [-2.868, -0.770, 0.124], [-0.136, -2.005, -0.120], [3.468, -0.759, -0.540], [-0.715, 0.195, -0.103], [0.028, 1.301, 0.077], [2.526, -1.230, 0.256], [2.221, 1.938, 0.012]], "mulliken_charge": [-0.70, -0.57, 0.37, 0.40, 0.28, 0.29, 0.24, 0.39, 0.39, 0.60, -0.82, -0.60, -0.27]}

=====

[6]
{"formula": "C31H35N7S2SeSn", "method": "ωB97M-V with the def2-TZVPD basis set", "max_force_ev_per_a": 0.2, "total_charge": 2, "gap_ev": 7.75, "e_above_lowest_kj_mol": 5.81, "symbols": ["Sn", "C", "C", "C", "C", "N", "C", "C", "C", "C", "C", "C", "N", "H", "H", "H", "H", "H", "H", "H", "H", "S", "C", "N", "C", "C", "C", "C", "N", "C", "S", "N", "H", "H", "H", "H", "H", "C", "C", "C", "C", "N", "C", "Se", "N", "C", "C", "C", "C", "C", "C", "C", "C", "C", "C", "H", "H", "H", "H", "H", "H", "H", "H", "H", "H", "H", "H", "H", "H", "H", "H", "H", "H", "H", "H", "H", "H"], "xyz": [[2.038, -0.575, 2.669], [5.766, -2.966, 3.421], [6.087, -2.679, 4.737], [5.254, -1.856, 5.483], [4.116, -1.338, 4.894], [3.818, -1.618, 3.612], [4.618, -2.409, 2.890], [3.154, -0.457, 5.605], [3.269, -0.125, 6.945], [2.311, 0.692, 7.525], [1.254, 1.157, 6.760], [1.196, 0.786, 5.432], [2.126, 0.005, 4.872], [6.390, -3.600, 2.809], [6.982, -3.089, 5.185], [5.505, -1.624, 6.506], [4.331, -2.579, 1.860], [4.089, -0.498, 7.538], [2.391, 0.959, 8.571], [0.486, 1.791, 7.178], [0.386, 1.114, 4.790], [3.581, 1.389, 2.174], [4.018, 0.354, 0.911], [4.218, -0.469, 0.122], [-4.475, 4.259, 0.499], [-4.069, 3.133, 1.391], [-4.712, 2.867, 2.596], [-4.230, 1.827, 3.369], [-3.179, 1.094, 2.994], [-2.667, 1.424, 1.824], [-1.272, 0.349, 1.449], [-3.032, 2.376, 0.996], [-5.439, 4.671, 0.787], [-4.517, 3.922, -0.536], [-3.728, 5.053, 0.552], [-5.558, 3.456, 2.919], [-4.685, 1.567, 4.317], [-4.539, 1.054, -4.669], [-3.238, 1.554, -4.050], [-3.292, 1.663, -2.527], [-3.253, 0.333, -1.779], [-2.018, -0.417, -2.052], [-0.797, -0.119, -1.602], [-0.346, 1.229, -0.329], [0.111, -0.919, -2.173], [1.566, -0.861, -1.967], [2.221, 0.272, -2.748], [2.158, 0.106, -4.265], [3.085, -0.990, -4.781], [-0.553, -1.793, -3.024], [-0.082, -2.823, -3.839], [-1.030, -3.524, -4.548], [-2.401, -3.224, -4.449], [-2.865, -2.208, -3.646], [-1.906, -1.485, -2.937], [-4.461, 0.998, -5.754], [-5.363, 1.729, -4.430], [-4.814, 0.060, -4.313], [-3.012, 2.543, -4.453], [-2.404, 0.911, -4.352], [-4.220, 2.162, -2.235], [-2.477, 2.288, -2.154], [-4.078, -0.317, -2.062], [-3.314, 0.504, -0.707], [1.961, -1.832, -2.259], [1.745, -0.747, -0.900], [3.264, 0.318, -2.424], [1.755, 1.216, -2.448], [2.435, 1.055, -4.727], [1.128, -0.091, -4.581], [4.127, -0.747, -4.567], [2.985, -1.113, -5.858], [2.877, -1.960, -4.322], [0.970, -3.056, -3.921], [-0.715, -4.330, -5.198], [-3.107, -3.809, -5.023], [-3.920, -1.992, -3.573]], "mulliken_charge": [0.57, -0.93, -0.41, -0.67, 0.65, -0.05, 0.10, 0.65, -0.74, -0.40, -0.85, 0.02, -0.04, 0.41, 0.46, 0.35, 0.52, 0.35, 0.46, 0.43, 0.44, -0.30, 0.52, -0.51, -1.06, 0.71, -0.62, -0.31, -0.54, 0.59, -0.34, -0.18, 0.40, 0.17, 0.27, 0.41, 0.45, -1.25, -0.36, -0.08, -1.18, 0.48, -0.10, 0.19, 0.60, -0.82, -0.42, -0.19, -1.31, 1.18, -0.71, -0.82, -0.84, -0.81, 0.61, 0.39, 0.36, 0.21, 0.44, 0.08, 0.42, 0.32, 0.55, -0.07, 0.41, -0.11, 0.48, 0.27, 0.42, 0.14, 0.38, 0.37, 0.25, 0.31, 0.44, 0.43, 0.39]}

=====

In eV, the HOMO energy values for the records above are, in order, -9.93 -9.39 -16.03 -16.60 -8.85 -13.72.